DFT (ωB97M-V/def2-TZVPD) results for a structure of composition C37H45F5N3OP3S3Sn.

CARTESIAN COORDINATES (ANGSTROEM)
Sn: -0.5766 1.5031 0.3973
C: 2.3282 1.3848 2.6224
P: 2.1980 1.6780 0.8246
C: 3.2163 3.1918 0.7265
C: 3.0774 0.2317 0.0881
C: 3.3545 -0.8537 0.9263
C: 3.9076 -2.0197 0.4235
C: 4.2072 -2.1231 -0.9252
C: 3.9714 -1.0466 -1.7680
C: 3.4049 0.1364 -1.2920
P: 3.2220 1.6322 -2.3390
C: 4.9967 1.9633 -2.7051
C: 2.7088 1.0182 -3.9962
H: 1.8943 0.4345 2.9145
H: 1.7863 2.1864 3.1236
H: 3.3780 1.4244 2.9182
H: 4.2672 2.8974 0.7363
H: 3.0047 3.7904 1.6120
H: 2.9981 3.7707 -0.1637
H: 3.1287 -0.8017 1.9838
H: 4.1101 -2.8496 1.0910
H: 4.6465 -3.0352 -1.3140
H: 4.2580 -1.1237 -2.8129
H: 5.4522 1.1343 -3.2516
H: 5.5504 2.1240 -1.7811
H: 5.0676 2.8687 -3.3101
H: 3.1862 0.0765 -4.2721
H: 3.0060 1.7809 -4.7187
H: 1.6251 0.9218 -4.0567
N: -1.8560 3.6151 3.8934
C: -1.6860 2.8257 2.8432
O: -0.5513 2.6559 2.3424
C: -2.8584 2.0919 2.2787
C: -2.7030 1.8666 0.7906
H: -1.0676 4.0957 4.2963
H: -2.7616 3.7509 4.3087
H: -3.7826 2.6341 2.4927
H: -2.9067 1.1309 2.7996
H: -2.8825 2.7648 0.2096
H: -3.2750 1.0231 0.4267
S: -3.2194 -1.4764 1.8959
P: -1.3560 -1.7230 2.4381
S: 0.1053 -0.7900 1.2494
C: -1.0648 -1.2388 4.1519
C: -1.4296 -2.1451 5.1501
C: -1.2824 -1.7932 6.4850
C: -0.7766 -0.5435 6.8242
C: -0.4265 0.3613 5.8310
C: -0.5725 0.0167 4.4922
C: -0.7966 -3.4363 2.3259
C: 0.5350 -3.7482 2.6196
C: 0.9689 -5.0618 2.5255
C: 0.0785 -6.0617 2.1435
C: -1.2440 -5.7511 1.8576
C: -1.6856 -4.4337 1.9442
H: -1.8279 -3.1161 4.8833
H: -1.5587 -2.4966 7.2612
H: -0.6543 -0.2761 7.8672
H: -0.0287 1.3348 6.0998
H: -0.2958 0.7174 3.7136
H: 1.2219 -2.9660 2.9267
H: 1.9978 -5.3120 2.7609
H: 0.4183 -7.0897 2.0780
H: -1.9384 -6.5373 1.5796
H: -2.7189 -4.1764 1.7324
C: -0.3228 -2.2242 -3.7726
C: 0.0229 -1.3309 -2.5534
N: -1.2063 -0.8499 -1.9050
C: -1.9425 -1.9930 -1.3369
C: -2.1979 -3.0703 -2.4232
N: -1.8121 -2.4645 -3.7504
C: -2.5659 -1.1757 -3.9580
C: -2.0550 -0.1669 -2.8992
H: 0.1709 -3.1912 -3.7277
H: -0.0741 -1.7512 -4.7205
H: 0.6153 -0.4820 -2.8741
H: 0.6118 -1.8785 -1.8139
H: -2.8759 -1.6339 -0.9136
H: -1.3655 -2.4168 -0.5209
H: -3.2417 -3.3658 -2.4718
H: -1.5896 -3.9583 -2.2781
H: -2.0542 -3.1069 -4.4991
H: -3.6235 -1.3937 -3.8374
H: -2.3944 -0.8390 -4.9766
H: -2.8935 0.3008 -2.3950
H: -1.4711 0.6226 -3.3726
F: -3.3396 5.4175 -5.3797
C: -2.5889 4.9501 -4.4019
C: -3.0368 3.9038 -3.6227
F: -4.2191 3.3432 -3.8633
C: -2.2462 3.4366 -2.5965
F: -2.6987 2.3940 -1.8818
C: -1.0040 3.9716 -2.3056
S: 0.0505 3.4659 -0.9887
C: -0.5610 4.9944 -3.1358
F: 0.6481 5.5177 -2.9450
C: -1.3407 5.4913 -4.1603
F: -0.8926 6.4748 -4.9192

- LUMO level: -5.900 eV
- F_max: 0.015 Eh/bohr
- Total charge: +2
- HOMO level: -12.8 eV
- Gap between HOMO and LUMO: 6.85 eV
- Energy above the lowest of the compared OMol25 structures with the same formula, charge and spin: 2.3 kcal per mole